Entry 1:
5
Properties=species:S:1:pos:R:3:forces:R:3:lowdin_charge:R:1 method="wB97M-V/def2-TZVPD" orbital_gap_ev="10.89 / 6.03" e_lumo_ev="-0.160 / -3.195" de_lowest_kcal_mol=27.6 spin_multiplicity=1 charge=0
N -0.263 0.572 0.402 0.2640 0.8244 0.0349 -0.06
O -0.652 -0.611 0.386 0.1330 -0.8413 -0.3311 -0.16
Cl 1.021 -2.034 -1.476 -0.2932 0.2369 0.3134 -0.03
H -0.694 1.253 -0.224 0.1280 -0.1499 0.1301 0.12
H 0.588 0.819 0.912 -0.2318 -0.0701 -0.1472 0.13



Entry 2:
7
Properties=species:S:1:pos:R:3:forces:R:3:lowdin_charge:R:1 method="wB97M-V/def2-TZVPD" orbital_gap_ev="8.05 / 7.80" e_lumo_ev="-2.191 / -2.565" de_lowest_kcal_mol=113.4 spin_multiplicity=1 charge=0
N 0.464 0.010 -0.137 0.3049 -0.1292 0.0498 -0.20
O -0.841 -1.588 2.371 0.8250 0.3317 -0.5124 -0.23
O 1.742 0.394 1.965 0.5457 0.9613 0.4651 -0.43
S 1.095 -0.656 1.264 -1.7094 -1.0608 -0.3425 0.50
Cl 2.520 -1.898 0.383 -0.1380 0.0814 -0.0462 0.24
H -0.099 -0.627 -0.685 0.0247 -0.2695 0.0531 0.06
H -0.031 0.881 0.014 0.1470 0.0851 0.3332 0.07



Entry 3:
6
Properties=species:S:1:pos:R:3:forces:R:3:lowdin_charge:R:1 method="wB97M-V/def2-TZVPD" orbital_gap_ev=10.32 e_lumo_ev=0.573 de_lowest_kcal_mol=26.8 spin_multiplicity=1 charge=0
O -0.568 -0.286 1.211 2.4456 2.6236 -0.9396 -0.43
P 0.791 0.056 -0.121 -1.2753 -1.0114 2.5667 0.50
O 0.016 -0.697 -1.305 -1.4794 -1.6167 1.0044 -0.40
Cl 0.745 1.968 -0.862 -0.4858 0.1540 0.1200 0.18
H -0.427 0.391 1.966 -0.2760 -1.6656 -1.7729 0.05
H -0.557 -1.431 -0.888 1.0709 1.5161 -0.9786 0.10



Entry 4:
7
Properties=species:S:1:pos:R:3:forces:R:3:lowdin_charge:R:1 method="wB97M-V/def2-TZVPD" orbital_gap_ev=9.78 e_lumo_ev=0.115 de_lowest_kcal_mol=5.5 spin_multiplicity=1 charge=0
O -0.213 0.136 1.328 -3.0104 0.2444 -3.7470 -0.19
P 0.266 -0.155 -0.163 0.1415 -0.0568 -0.2282 -0.16
O -0.987 0.399 -0.948 -0.5865 -0.5088 -0.3196 -0.26
S 2.004 0.530 -0.648 -0.7798 -0.6505 0.2527 0.24
Cl -0.119 -2.258 -0.448 0.4209 2.0011 0.3225 0.24
H 0.298 0.040 2.056 2.9561 -0.6249 3.2622 0.02
H -1.249 1.307 -1.177 0.8582 -0.4045 0.4574 0.11



Entry 5:
7
Properties=species:S:1:pos:R:3:forces:R:3:lowdin_charge:R:1 method="wB97M-V/def2-TZVPD" orbital_gap_ev="6.84 / 6.83" e_lumo_ev="-3.136 / -3.134" de_lowest_kcal_mol=109.5 spin_multiplicity=1 charge=0
O 0.266 -0.120 -1.551 -3.1085 0.5407 0.6228 -0.32
O -1.863 0.329 0.803 2.8032 1.5052 -5.3046 -0.25
P 0.723 -0.087 -0.058 1.4493 -1.6684 1.1224 -0.02
S 1.978 -1.577 0.164 -1.2851 1.1187 0.7807 0.28
Cl 1.528 1.674 0.341 -0.4338 0.2605 0.1685 0.35
H -0.720 -0.179 -1.318 0.5496 0.2259 -1.4503 0.09
H -1.912 -0.041 1.619 0.0253 -1.9826 4.0604 -0.13



Entry 6:
7
Properties=species:S:1:pos:R:3:forces:R:3:lowdin_charge:R:1 method="wB97M-V/def2-TZVPD" orbital_gap_ev=9.78 e_lumo_ev=0.169 de_lowest_kcal_mol=63.0 spin_multiplicity=1 charge=0
O -1.051 0.955 0.224 -0.4964 1.8167 -0.1533 -0.28
P -0.105 -0.057 -0.615 -0.1945 -0.3143 -0.1967 0.67
O -0.509 -1.391 0.243 0.8783 0.3631 0.2159 -0.26
O 1.275 0.467 0.177 -0.0807 -0.0008 0.6062 -0.88
Cl 2.845 -0.051 -0.107 -0.4722 -0.2222 -0.3026 0.59
H -1.111 1.926 -0.024 0.3826 -1.9048 0.1612 0.10
H -1.343 -1.849 0.101 -0.0171 0.2623 -0.3308 0.06



Entry 7:
6
Properties=species:S:1:pos:R:3:forces:R:3:lowdin_charge:R:1 method="wB97M-V/def2-TZVPD" orbital_gap_ev=8.79 e_lumo_ev=-1.051 de_lowest_kcal_mol=21.2 spin_multiplicity=1 charge=0
O 3.035 -1.341 0.447 -0.0683 -0.9318 0.6021 -0.55
P 3.150 -0.421 -0.662 0.0542 0.5346 -0.5159 0.44
Cl 3.121 1.460 0.150 0.0119 0.3945 -0.0861 0.11
S -2.785 -0.341 0.307 0.2244 -0.2536 0.1585 0.47
H -2.447 0.668 -0.491 0.0627 0.1913 -0.1452 -0.24
H -4.073 -0.025 0.250 -0.2849 0.0651 -0.0134 -0.24



Entry 8:
5
Properties=species:S:1:pos:R:3:forces:R:3:lowdin_charge:R:1 method="wB97M-V/def2-TZVPD" orbital_gap_ev=7.50 e_lumo_ev=-2.741 de_lowest_kcal_mol=44.5 spin_multiplicity=1 charge=0
P -0.104 -0.392 -0.692 1.4201 2.0374 0.1425 0.20
S -1.461 0.123 -2.024 1.6044 -0.9788 0.8666 0.14
Cl 1.825 -1.981 0.093 -1.2838 1.3102 -1.2733 -0.21
H 0.660 0.871 -0.232 -0.9792 -2.2322 -0.5454 0.00
H -0.521 -1.153 0.347 -0.7615 -0.1366 0.8096 -0.14



Entry 9:
5
Properties=species:S:1:pos:R:3:forces:R:3:lowdin_charge:R:1 method="wB97M-V/def2-TZVPD" orbital_gap_ev="7.67 / 6.86" e_lumo_ev="-0.539 / -2.740" de_lowest_kcal_mol=0.0 spin_multiplicity=3 charge=0 s_squared=2.013
P 0.404 0.562 -1.414 0.7076 3.7101 -0.1591 0.54
S -0.511 -0.235 2.983 0.8221 -0.0357 -1.0720 0.10
Cl 0.646 -0.183 1.251 -0.8735 -0.0497 1.5938 -0.11
H -0.967 0.571 -1.240 -0.7351 0.0352 0.1527 -0.23
H 0.427 -0.715 -1.581 0.0789 -3.6599 -0.5153 -0.31



Entry 10:
56
Properties=species:S:1:pos:R:3:forces:R:3:lowdin_charge:R:1 method="wB97M-V/def2-TZVPD" orbital_gap_ev=8.31 e_lumo_ev=-3.230 spin_multiplicity=1 charge=+1
Zn -0.430 0.196 -0.002 0.9991 -1.7959 0.4663 0.51
Cl 0.622 -1.802 1.302 -0.2040 0.9000 -0.3382 0.14
O 1.039 0.353 -4.084 -0.2647 -0.0903 -0.0410 -0.01
H 0.411 1.038 -4.315 -0.2633 0.2826 -0.1577 0.07
H 1.660 0.341 -4.813 0.3755 -0.0954 -0.1522 0.08
O 2.495 -4.076 1.955 0.4017 -0.4365 0.1809 -0.09
H 3.441 -4.011 1.822 0.2857 -0.1793 0.0599 0.03
H 2.169 -3.191 1.788 -0.4646 0.2894 -0.0909 -0.16
O 0.829 -4.581 -0.707 0.1289 -0.1729 -0.4494 -0.07
H 0.055 -5.144 -0.687 -0.0553 -0.2117 0.0007 0.02
H 0.548 -3.772 -0.279 -0.0587 0.4474 0.4156 -0.07
O -3.445 2.468 0.102 -0.2117 0.3690 0.2629 -0.01
H -3.369 3.249 0.651 0.0323 0.3148 0.1978 0.07
H -4.387 2.316 0.030 -0.3255 -0.2059 -0.1062 0.08
O -1.469 -1.311 -1.084 0.3546 0.4996 -0.2308 -0.07
H -2.189 -1.903 -0.868 -0.5880 -0.5367 0.4373 0.00
H -1.373 -1.385 -2.033 0.2957 -0.1827 -0.3970 0.05
O -0.214 -2.411 -3.814 -0.3059 0.0483 0.2828 -0.03
H 0.189 -1.561 -3.988 0.2891 0.3469 -0.1038 -0.01
H -0.058 -2.918 -4.611 -0.0438 -0.2609 -0.1372 0.05
O -3.332 -3.114 -0.672 -0.2154 -0.0426 -0.0137 -0.01
H -2.914 -3.955 -0.486 0.2579 -0.2892 0.0278 0.07
H -4.192 -3.176 -0.257 -0.2844 0.0598 0.0718 0.07
O -0.038 -0.967 4.819 0.0632 -0.0150 0.4053 -0.06
H 0.281 -1.538 4.120 0.1444 -0.2422 -0.3080 -0.02
H -0.416 -0.216 4.362 -0.2005 -0.0094 -0.1183 -0.03
O 3.784 -0.667 2.503 0.2800 0.3498 0.1197 -0.06
H 4.413 -0.926 1.830 0.1697 -0.0790 -0.1435 0.02
H 3.056 -1.279 2.399 -0.4947 -0.1148 -0.0062 -0.04
O 0.677 1.858 0.689 -0.3749 -0.3705 0.2528 -0.03
H 0.321 2.746 0.653 -0.5691 0.4608 -0.0410 0.01
H 1.621 1.981 0.786 0.8017 -0.3806 0.4188 0.04
O -0.299 4.359 0.198 -0.2675 -0.1574 -0.0875 -0.02
H 0.601 4.644 0.041 0.3840 0.2487 -0.1957 0.07
H -0.702 5.086 0.673 -0.0955 0.2403 0.2197 0.06
O -1.292 1.406 3.814 -0.2804 0.1800 -0.4623 -0.02
H -0.577 1.946 4.151 0.4190 0.1512 0.0600 0.08
H -2.087 1.868 4.079 -0.2956 0.0458 0.3764 0.07
O -1.941 0.108 1.415 -0.2232 0.2597 -0.0656 -0.04
H -1.840 0.788 2.081 0.4746 0.2859 0.7863 0.02
H -2.840 -0.203 1.524 -0.1336 -0.3714 -0.3582 0.09
O 3.059 -1.507 -1.328 0.5351 -0.0965 0.0357 -0.03
H 2.600 -2.142 -0.778 -0.4236 -0.4580 0.4027 0.03
H 3.840 -1.971 -1.630 0.2251 0.0258 -0.2133 0.08
O -2.445 3.203 -2.981 0.2114 -0.2143 -0.2294 -0.03
H -2.405 4.111 -2.681 0.1186 0.3229 0.0133 0.06
H -3.249 2.857 -2.593 -0.3817 -0.0674 0.0069 0.04
O 3.322 2.718 1.761 -0.3619 0.2594 -0.3958 -0.04
H 4.162 2.496 1.361 0.2242 -0.1508 -0.1044 0.05
H 3.510 2.777 2.698 -0.0377 -0.1492 0.3002 0.05
O 1.002 -0.034 -1.392 -0.6804 0.7392 -0.0316 -0.07
H 0.897 0.089 -2.336 0.0659 0.1055 -0.4568 0.01
H 1.869 -0.428 -1.296 0.7729 -0.4421 0.1761 0.00
O -1.473 1.410 -1.168 0.1618 0.0782 -0.3602 -0.05
H -2.041 1.999 -0.673 -0.5969 0.2030 0.2174 0.00
H -1.453 1.780 -2.050 0.2308 0.3046 -0.3993 0.05



| no. | DFT total energy (eV) |
| --- | --- |
| 1 | -16088.438 |
| 2 | -28969.559 |
| 3 | -25939.506 |
| 4 | -36776.287 |
| 5 | -36771.777 |
| 6 | -27985.849 |
| 7 | -34727.064 |
| 8 | -32677.338 |
| 9 | -32675.284 |
| 10 | -98378.079 |